No. 1
{
  "formula": "C30H28N2OsSi",
  "method": "ωB97M-V with the def2-TZVPD basis set",
  "orbital_gap_ev": [5.20, 3.12],
  "homo_ev": [-12.331, -13.570],
  "fmax_ev_per_a": 10.6,
  "lumo_energy_ev": [-7.13, -10.45],
  "total_charge": 2,
  "relative_energy_kj_mol": 94.2,
  "multiplicity": 5,
  "species": ["C", "C", "C", "H", "C", "C", "H", "H", "H", "H", "Os", "C", "H", "H", "H", "Si", "C", "C", "H", "C", "H", "C", "H", "C", "H", "C", "H", "C", "C", "H", "C", "H", "C", "H", "C", "H", "C", "H", "H", "H", "C", "C", "N", "C", "C", "C", "C", "C", "C", "C", "C", "C", "N", "C", "H", "H", "H", "H", "H", "H", "H", "H"],
  "positions_angstrom": [[-2.1639, -1.0724, 1.1954], [-2.2343, -1.5506, -0.1426], [-1.1162, -2.4044, -0.3746], [-3.0320, -1.3449, -0.8504], [-0.3455, -2.4395, 0.8154], [-0.9897, -1.6109, 1.7795], [-0.6662, -1.4633, 2.8006], [-2.8974, -0.4323, 1.6823], [-0.9201, -2.9639, -1.2813], [0.5632, -3.0045, 0.9666], [-0.4854, -0.5234, 0.1125], [1.0082, 1.0302, -2.7200], [1.4205, 0.0351, -2.8972], [1.6850, 1.6172, -2.0832], [0.8846, 1.5320, -3.6885], [-0.7277, 0.9354, -1.9198], [-1.8442, 2.4478, -1.8450], [-3.2039, 2.2334, -1.5371], [-3.6660, 1.2582, -1.7195], [-3.9577, 3.2649, -0.9777], [-4.9919, 3.0767, -0.6905], [-3.3792, 4.5272, -0.7896], [-3.9561, 5.3255, -0.3203], [-2.0646, 4.7706, -1.2049], [-1.6226, 5.7631, -1.0948], [-1.2962, 3.7371, -1.7548], [-0.2754, 3.9069, -2.1074], [-1.5120, -0.2749, -3.1916], [-2.6878, 0.0400, -3.8872], [-3.1436, 1.0282, -3.7801], [-3.2686, -0.9117, -4.7374], [-4.2151, -0.6730, -5.2273], [-2.6523, -2.1514, -4.9468], [-3.1214, -2.9015, -5.5857], [-1.4253, -2.4270, -4.3326], [-0.8929, -3.3648, -4.5113], [-0.8536, -1.4845, -3.4695], [0.1246, -1.6987, -3.0232], [0.8059, -0.1484, -0.8794], [-1.3510, 0.9869, -0.2443], [2.1448, 2.5658, 1.6994], [1.2826, 1.5229, 1.3129], [1.4852, 0.2528, 1.6566], [2.5165, -0.0687, 2.4746], [3.5004, 0.9122, 2.8231], [3.2862, 2.2437, 2.4091], [4.6319, 0.4919, 3.5892], [4.7045, -0.7652, 4.1448], [3.6599, -1.7264, 3.9623], [3.6324, -2.9976, 4.5768], [2.6094, -3.8882, 4.2990], [1.6482, -3.5196, 3.3455], [1.6614, -2.3255, 2.7622], [2.5913, -1.4125, 3.0620], [1.8905, 3.5829, 1.4235], [0.3742, 1.6419, 0.6756], [4.0204, 2.9951, 2.6936], [5.4404, 1.2168, 3.7314], [5.5674, -1.0707, 4.7461], [4.4385, -3.2519, 5.2625], [2.5237, -4.8649, 4.7638], [0.8579, -4.2055, 3.0494]],
  "forces_ev_per_angstrom": [[-2.0, -0.3, 1.3], [-2.4, -2.0, -0.6], [-1.5, -3.2, -0.2], [0.3, 0.1, 0.1], [-0.3, -2.9, 0.7], [-0.7, -1.8, 2.6], [0.0, 0.1, -0.2], [0.3, -0.2, -0.2], [0.1, 0.2, 0.1], [-0.2, 0.2, -0.2], [3.9, 8.9, -4.1], [-0.5, 1.4, 0.3], [-0.2, 0.1, 0.2], [0.1, -0.2, -0.3], [0.2, 0.0, 0.1], [0.1, -0.2, -3.3], [0.4, 0.0, 0.0], [0.2, 0.4, 0.4], [0.2, 0.3, 0.3], [0.2, 0.0, -0.3], [0.2, 0.2, -0.1], [0.2, -0.1, 0.0], [0.2, -0.2, -0.2], [0.0, 0.0, -0.2], [-0.2, -0.3, -0.1], [-0.5, -0.2, 0.4], [-0.2, 0.1, 0.3], [0.1, 0.1, 0.7], [-0.1, -0.5, 0.0], [0.1, -0.5, 0.0], [0.1, 0.1, 0.0], [0.4, -0.1, 0.0], [0.1, 0.1, 0.2], [0.1, 0.3, 0.2], [0.2, 0.3, 0.1], [-0.3, 0.3, -0.1], [-0.3, -0.3, -0.2], [-0.4, 0.0, -0.1], [0.0, -0.2, 0.5], [0.6, -1.1, 0.5], [-0.1, -0.2, 0.0], [0.6, 0.2, 0.2], [1.0, -0.4, 1.4], [-0.8, 1.0, -0.8], [0.1, -1.1, 0.3], [-0.1, 0.3, -0.2], [-0.6, 1.9, -1.0], [-0.4, -2.2, 0.7], [0.1, 1.0, -0.6], [0.1, -0.4, 0.2], [0.0, 0.0, -0.1], [0.9, 0.3, 0.6], [0.3, 1.2, -0.1], [-0.1, -1.3, 0.3], [0.2, -0.1, 0.0], [0.9, 0.6, 0.6], [-0.2, 0.0, -0.1], [-0.2, -0.3, 0.1], [-0.3, 0.3, -0.2], [-0.2, -0.1, -0.1], [0.3, 0.2, 0.0], [0.1, 0.1, 0.0]],
  "lowdin_spin": [0.068, 0.074, 0.109, 0.008, 0.129, 0.129, 0.014, 0.003, 0.013, 0.014, 1.910, 0.003, 0.002, 0.001, 0.000, 0.061, 0.006, 0.003, 0.000, 0.000, 0.000, 0.002, 0.000, 0.000, 0.000, 0.002, 0.000, 0.043, 0.011, 0.000, 0.006, 0.000, 0.013, 0.001, 0.000, 0.000, 0.015, 0.001, 0.064, 0.033, -0.005, 0.147, 0.162, 0.099, 0.035, 0.068, 0.212, 0.203, 0.031, 0.079, -0.012, 0.083, 0.033, 0.077, -0.001, 0.035, 0.002, 0.006, 0.005, 0.002, -0.002, 0.004]
}


No. 2
{
  "formula": "C26H27BrCrI2N5O3Te",
  "method": "ωB97M-V with the def2-TZVPD basis set",
  "orbital_gap_ev": [6.43, 6.67],
  "homo_ev": [-4.096, -4.346],
  "fmax_ev_per_a": 0.8,
  "lumo_energy_ev": [2.33, 2.32],
  "total_charge": -1,
  "relative_energy_kj_mol": 0.0,
  "multiplicity": 5,
  "species": ["Cr", "I", "C", "C", "C", "C", "C", "N", "H", "H", "H", "H", "C", "N", "C", "C", "C", "O", "N", "C", "O", "H", "H", "H", "H", "H", "C", "C", "N", "C", "C", "C", "O", "C", "C", "C", "C", "N", "C", "H", "H", "H", "H", "H", "H", "H", "H", "H", "H", "H", "H", "H", "H", "Te", "Br", "C", "C", "C", "C", "C", "C", "I", "H", "H", "H", "H"],
  "positions_angstrom": [[-0.4777, -1.9237, -0.2379], [0.6192, -1.2372, -4.5265], [-1.7160, -1.2187, -1.6128], [-2.3720, -0.4750, -2.5872], [-3.5304, -1.0003, -3.1241], [-4.0131, -2.2425, -2.6945], [-3.3070, -2.9275, -1.7213], [-2.2109, -2.3843, -1.2099], [-1.9677, 0.4687, -2.9408], [-4.0622, -0.4571, -3.8970], [-4.9119, -2.6692, -3.1171], [-3.6055, -3.8981, -1.3459], [-3.2323, 0.7065, 3.7068], [-2.7339, -0.5626, 3.2121], [-3.0330, -1.7493, 3.8293], [-2.6545, -2.9280, 3.3159], [-1.9093, -2.9394, 2.0631], [-1.6435, -3.9653, 1.4439], [-1.5238, -1.7194, 1.5598], [-2.0148, -0.5416, 2.0125], [-1.8455, 0.5407, 1.4496], [-3.7097, 0.5395, 4.6709], [-3.9535, 1.1407, 3.0141], [-2.4155, 1.4165, 3.8232], [-3.5968, -1.6646, 4.7491], [-2.8952, -3.8672, 3.7896], [-0.7444, 5.6922, -2.6366], [-0.3860, 4.2689, -3.0432], [-0.2884, 3.3376, -1.9250], [-1.5384, 2.8748, -1.2999], [-1.8814, 3.5953, -0.0022], [0.9324, 3.2106, -1.3311], [1.8921, 3.9109, -1.6215], [1.0618, 2.1150, -0.3224], [1.6373, 2.3500, 0.9191], [1.6973, 1.3104, 1.8312], [1.1698, 0.0786, 1.4736], [0.6612, -0.1501, 0.2688], [0.6343, 0.8355, -0.6190], [-0.7628, 6.3426, -3.5135], [-0.0031, 6.0794, -1.9369], [-1.7287, 5.7391, -2.1665], [0.5770, 4.2630, -3.5481], [-1.1303, 3.8695, -3.7359], [-1.5095, 1.8026, -1.1115], [-2.3221, 3.0359, -2.0419], [-1.1492, 3.3561, 0.7694], [-2.8513, 3.2560, 0.3645], [-1.9082, 4.6773, -0.1394], [2.0193, 3.3363, 1.1532], [2.1293, 1.4409, 2.8140], [1.1591, -0.7590, 2.1602], [0.2540, 0.5825, -1.6011], [1.4185, -2.5002, -2.0964], [4.6687, -4.3990, 3.6132], [5.4179, -3.8940, 1.9288], [6.8013, -3.9169, 1.7817], [7.3504, -3.5408, 0.5640], [6.5302, -3.1473, -0.4885], [5.1478, -3.1308, -0.3280], [4.6228, -3.5116, 0.8870], [1.8202, -3.4054, 0.8816], [7.4314, -4.2218, 2.6077], [8.4264, -3.5537, 0.4392], [6.9658, -2.8505, -1.4358], [4.4938, -2.8213, -1.1379]],
  "forces_ev_per_angstrom": [[0.7, 0.3, 0.2], [0.0, 0.0, 0.1], [-0.4, -0.2, 0.3], [0.2, 0.2, 0.0], [-0.2, -0.2, 0.0], [0.1, 0.2, 0.0], [-0.2, 0.0, -0.1], [0.4, 0.0, -0.3], [-0.1, -0.2, 0.0], [0.0, 0.0, 0.0], [0.0, 0.0, 0.0], [0.0, 0.0, 0.0], [0.0, 0.0, 0.0], [-0.1, 0.0, 0.0], [0.1, 0.0, -0.1], [0.0, 0.0, 0.1], [-0.1, -0.2, -0.1], [0.1, 0.0, 0.2], [0.0, 0.2, -0.4], [0.2, 0.2, 0.0], [-0.1, -0.1, 0.1], [0.0, 0.0, 0.0], [0.0, 0.0, 0.0], [0.0, 0.0, 0.0], [0.0, 0.0, 0.0], [0.0, 0.0, 0.0], [0.0, 0.0, 0.0], [0.0, 0.0, 0.0], [0.0, 0.0, 0.0], [0.1, 0.0, 0.0], [0.0, 0.0, 0.0], [0.1, 0.0, -0.1], [-0.1, 0.0, 0.0], [0.0, 0.1, 0.1], [0.0, -0.1, 0.0], [0.0, 0.0, 0.0], [0.1, 0.1, 0.2], [-0.1, -0.5, 0.0], [-0.1, 0.1, -0.1], [0.0, 0.0, 0.0], [0.0, 0.0, 0.0], [0.0, 0.0, 0.0], [0.0, 0.0, 0.0], [0.0, 0.0, 0.0], [0.0, 0.1, 0.0], [0.0, 0.0, 0.0], [0.0, 0.0, 0.0], [0.0, 0.0, 0.0], [0.0, 0.0, 0.0], [0.0, 0.0, 0.0], [0.0, 0.0, 0.0], [0.0, 0.0, 0.0], [0.0, 0.0, 0.0], [-0.2, 0.0, -0.1], [0.0, 0.0, 0.0], [0.0, 0.0, 0.0], [0.0, 0.0, 0.0], [0.0, 0.0, 0.0], [0.0, 0.0, 0.0], [0.0, 0.0, 0.0], [0.0, 0.0, 0.0], [-0.3, -0.1, 0.0], [0.0, 0.0, 0.0], [0.0, 0.0, 0.0], [0.0, 0.0, 0.0], [0.0, 0.0, 0.0]],
  "nbo_charge": [0.941, -0.431, -0.009, -0.262, -0.153, -0.273, 0.065, -0.502, 0.220, 0.209, 0.213, 0.205, -0.387, -0.433, 0.061, -0.367, 0.609, -0.618, -0.737, 0.768, -0.689, 0.191, 0.206, 0.216, 0.198, 0.229, -0.621, -0.208, -0.439, -0.219, -0.618, 0.673, -0.625, -0.182, -0.126, -0.211, 0.072, -0.469, 0.108, 0.208, 0.220, 0.196, 0.230, 0.189, 0.233, 0.197, 0.220, 0.220, 0.195, 0.225, 0.214, 0.225, 0.234, -0.140, 0.015, -0.202, -0.230, -0.236, -0.211, -0.302, 0.086, -0.258, 0.214, 0.205, 0.208, 0.242]
}